Formula: C42H40I2N15O4RuS
Source: OMol25
Level of theory: ωB97M-V/def2-TZVPD

Properties
Net charge ... +2
HOMO-LUMO gap (spin up / spin down) ... 7.69 / 6.76 eV
HOMO level (spin up / spin down) ... -12.405 / -12.389 eV
Spin multiplicity ... 2
Energy relative to the best compared isomer or geometry (same formula, charge and spin) ... 0.9 kcal per mole
Energy ... -104354.820 eV

Structure (XYZ):
```
105
Properties=species:S:1:pos:R:3:forces:R:3:mulliken_charge:R:1
Ru 0.886 0.422 -0.083 0.378 -0.365 -0.080 -0.11
C 0.700 -1.267 5.297 -0.037 -0.002 0.004 -1.45
N 1.070 -1.112 3.897 0.000 -0.092 -0.038 0.71
C 0.536 -0.334 2.963 0.098 0.160 0.012 -0.79
N 1.123 -0.588 1.800 -0.024 -0.188 -0.134 1.76
C 2.028 -1.567 2.100 -0.014 0.066 -0.032 -1.01
N 2.018 -1.909 3.359 -0.032 0.029 0.034 -0.90
C -0.437 -2.244 5.507 0.036 -0.026 0.065 1.20
C -0.970 -2.373 6.787 0.018 -0.032 0.003 -0.89
C -1.968 -3.299 7.041 0.006 0.017 0.006 -0.59
C -2.465 -4.093 6.018 0.003 -0.011 -0.001 -1.05
C -1.952 -3.948 4.736 -0.009 0.013 0.017 -0.17
C -0.930 -3.036 4.485 -0.024 0.060 -0.065 0.18
C -2.510 -4.738 3.640 0.013 0.016 0.014 0.52
N -3.075 -5.890 3.668 -0.036 -0.007 -0.041 -0.44
N -3.475 -6.170 2.365 0.040 -0.039 0.010 -0.51
C -3.119 -5.168 1.650 -0.043 0.027 0.046 0.31
O -2.487 -4.204 2.384 0.025 -0.007 -0.041 -0.08
C -3.301 -4.907 0.222 0.017 0.020 -0.019 0.15
C -3.269 -5.942 -0.707 -0.023 -0.032 -0.012 -1.01
C -3.397 -5.646 -2.054 -0.002 0.003 -0.021 -0.71
C -3.540 -4.329 -2.476 -0.018 0.017 0.005 -0.96
C -3.591 -3.297 -1.547 0.003 0.059 -0.007 0.92
C -3.773 -1.860 -1.993 0.001 -0.098 0.022 -1.36
N -2.911 -0.954 -1.232 0.031 0.039 -0.012 0.87
C -1.609 -0.727 -1.381 -0.175 0.138 -0.168 -0.87
N -1.171 -0.020 -0.349 0.179 -0.089 0.141 1.30
C -2.274 0.149 0.425 -0.113 0.252 0.006 -0.87
N -3.351 -0.398 -0.083 0.055 -0.067 0.059 -0.93
C -3.484 -3.594 -0.196 0.023 -0.011 -0.029 0.19
H 0.444 -0.285 5.696 0.013 0.022 -0.041 0.48
H 1.601 -1.613 5.800 -0.008 0.019 0.025 0.35
H -0.205 0.425 3.145 0.001 -0.003 0.011 0.54
H 2.707 -1.999 1.383 -0.019 -0.025 -0.028 0.75
H -0.594 -1.754 7.593 0.001 -0.003 0.001 0.46
H -2.368 -3.396 8.041 0.000 -0.005 -0.001 0.42
H -3.252 -4.811 6.200 -0.001 0.000 -0.002 0.53
H -0.516 -2.964 3.486 -0.009 -0.014 -0.008 0.34
H -3.141 -6.962 -0.370 0.001 0.004 0.009 0.56
H -3.371 -6.443 -2.784 0.000 0.000 -0.002 0.44
H -3.620 -4.112 -3.535 0.001 0.002 -0.001 0.45
H -4.792 -1.515 -1.824 0.008 0.013 -0.015 0.30
H -3.537 -1.748 -3.050 0.000 0.007 -0.004 0.43
H -1.010 -1.071 -2.209 -0.014 -0.005 0.010 0.57
H -2.277 0.705 1.348 0.004 0.007 -0.007 0.60
H -3.547 -2.807 0.543 -0.008 0.017 0.015 0.84
I 0.754 2.462 -4.893 0.068 0.019 0.017 0.08
C 2.198 2.562 -3.386 -0.083 -0.034 0.007 -0.35
C 3.378 3.300 -3.611 0.028 -0.001 0.026 -0.41
C 4.383 3.319 -2.683 0.001 0.023 -0.054 -0.28
I 6.094 4.436 -3.083 0.007 0.008 0.005 0.14
C 4.250 2.573 -1.479 -0.022 -0.017 0.032 0.84
C 5.218 2.498 -0.449 -0.006 -0.004 -0.003 -1.11
C 4.961 1.763 0.671 0.006 0.037 -0.021 -1.34
C 3.741 1.079 0.787 0.047 0.004 -0.013 -0.46
N 2.840 1.089 -0.167 0.149 0.054 0.192 1.33
C 3.063 1.849 -1.282 -0.056 0.030 0.026 -0.82
C 2.000 1.841 -2.231 0.030 0.009 -0.092 0.95
O 0.922 1.122 -1.976 -0.103 -0.045 0.423 -0.67
H 3.486 3.851 -4.536 0.004 -0.006 -0.005 0.52
H 6.151 3.036 -0.553 0.000 0.002 -0.001 0.28
H 5.674 1.707 1.482 0.004 0.004 -0.003 0.53
H 3.501 0.539 1.692 -0.020 -0.055 -0.013 0.41
N -0.699 2.946 -0.565 -0.165 0.187 -0.127 0.32
C -0.236 3.886 0.437 0.182 -0.218 0.147 0.24
C 0.453 5.163 -0.050 -0.008 0.052 -0.035 -0.69
C -0.458 6.269 -0.608 0.019 -0.028 0.031 -0.48
C -0.378 6.497 -2.112 0.007 0.060 0.043 -1.38
N -0.885 5.394 -2.929 0.209 -0.095 -0.089 0.13
C -2.159 5.102 -3.107 -0.168 -0.141 -0.082 0.89
N -3.119 5.870 -2.592 0.024 0.050 -0.006 -0.36
N -2.494 3.995 -3.787 -0.121 0.166 0.101 -0.26
C 0.717 3.187 1.443 -0.174 0.116 0.035 -0.58
O 1.203 3.849 2.335 0.044 -0.005 0.047 -0.69
O 0.898 1.901 1.352 -0.395 -0.123 -0.545 -0.41
H -0.227 3.010 -1.456 0.009 -0.023 -0.007 -0.56
H -1.698 2.921 -0.706 0.002 0.146 0.008 0.33
H -1.089 4.177 1.059 0.013 0.011 -0.009 0.51
H 1.234 4.900 -0.778 -0.036 -0.039 -0.026 0.11
H 0.974 5.553 0.823 0.049 0.011 -0.049 0.65
H -0.173 7.224 -0.162 -0.021 -0.015 0.051 0.32
H -1.491 6.093 -0.294 -0.020 -0.005 -0.055 0.40
H 0.662 6.630 -2.409 -0.005 0.030 -0.001 0.48
H -0.892 7.419 -2.398 0.006 -0.008 -0.016 0.43
H -0.216 4.821 -3.428 -0.066 0.002 0.053 -0.02
H -2.898 6.751 -2.163 -0.004 -0.003 0.014 0.20
H -4.090 5.660 -2.747 0.008 -0.013 0.004 0.21
H -1.764 3.434 -4.195 0.089 -0.081 -0.026 -0.08
H -3.429 3.874 -4.135 -0.003 0.014 0.007 0.23
N -0.472 -2.646 0.420 0.077 -0.190 0.135 1.00
C 0.620 -2.668 -0.354 -0.004 -0.015 0.005 0.16
N 1.234 -1.608 -0.861 -0.011 0.291 0.137 1.48
C 2.324 -2.027 -1.664 -0.008 -0.043 -0.021 -1.56
C 3.142 -1.231 -2.455 0.031 -0.113 0.016 -0.19
C 4.168 -1.818 -3.176 0.014 -0.006 -0.012 -1.09
C 4.389 -3.192 -3.138 0.014 -0.003 -0.009 -0.65
C 3.558 -4.006 -2.392 -0.029 -0.004 0.017 -0.63
C 2.535 -3.407 -1.673 -0.004 0.023 -0.041 1.16
S 1.316 -4.209 -0.727 -0.036 0.007 0.017 -0.29
H -0.807 -1.781 0.799 0.027 -0.009 0.053 -0.63
H -0.860 -3.497 0.795 0.051 -0.031 -0.003 -0.03
H 2.972 -0.178 -2.542 -0.006 0.127 0.008 0.89
H 4.802 -1.193 -3.790 0.002 0.002 0.004 0.50
H 5.198 -3.628 -3.706 0.001 0.002 -0.002 0.43
H 3.695 -5.079 -2.373 0.004 -0.001 -0.005 0.45
```
Positions in Å, forces in eV/Å.